# 1
A 2-piece molecular cluster, C3H3NO overall, computed with ωB97M-V/def2-TZVPD.

XYZ file:
```
8
Properties=species:S:1:pos:R:3:lowdin_charge:R:1
C -0.345 -0.214 0.324 -0.414
C 0.834 -0.506 -0.020 0.193
C -1.757 -0.035 -0.050 -0.067
N 3.192 -0.019 0.302 0.037
O -1.182 0.611 1.046 0.039
H -1.778 0.630 -1.058 0.178
H -2.423 -0.795 0.151 0.089
H 3.457 0.329 -0.695 -0.055
```

The maximum force is 4.920 eV Å⁻¹. The value obtained for the relative energy (zero: lowest compared OMol25 entry of this formula, charge and spin) is 988.2 kJ/mol. For the HOMO energy (alpha / beta), the calculation gives -9.5 / -10.1 eV. The total energy is -6686.2498 eV. Its net charge is 0.


# 2
CH2F3NS as an isolated structure, computed with ωB97M-V/def2-TZVPD.

XYZ file:
```
8
Properties=species:S:1:pos:R:3:lowdin_charge:R:1
C -1.020 -0.731 0.671 -0.181
N 1.275 -0.712 -0.416 -0.253
F 2.364 -0.203 -0.976 -0.059
F -0.671 0.518 -1.686 -0.224
F 0.437 2.127 0.332 -0.428
S 0.038 0.122 -0.247 1.037
H -1.957 -0.103 0.775 0.075
H -0.467 -1.018 1.547 0.034
```

The maximum force is 3.537 eV Å⁻¹. The value obtained for the relative energy (zero: lowest compared OMol25 entry of this formula, charge and spin) is 727.7 kJ/mol. For the HOMO energy (alpha / beta), the calculation gives -10.4 / -10.4 eV. The total energy is -21539.2820 eV. Its net charge is 0.


# 3
A 5-piece molecular cluster, C14H27BN4O12 overall, computed with ωB97M-V/def2-TZVPD.

XYZ file:
```
58
Properties=species:S:1:pos:R:3:lowdin_charge:R:1
C 1.770 -0.758 2.271 -0.129
C 2.291 -1.004 0.772 -0.143
B 1.619 -0.006 -0.340 -0.336
O 1.444 -0.471 -1.695 0.075
C 1.145 1.456 0.182 0.066
C -0.202 1.907 0.339 0.032
C -1.531 1.105 -0.001 -0.288
C -2.854 2.053 0.035 -0.063
C -1.735 -0.244 0.834 -0.198
C -2.132 0.045 2.372 -0.099
C 0.017 3.382 0.928 -0.287
O -0.697 3.975 1.746 0.116
O 1.258 3.781 0.313 0.055
C 2.109 2.645 0.619 -0.270
O 3.257 2.660 1.080 0.107
H 0.744 -1.214 2.495 0.061
H 2.511 -1.308 2.967 0.083
H 1.793 0.334 2.609 0.079
H 2.012 -2.090 0.502 0.113
H 3.431 -0.963 0.776 0.107
H 0.478 -0.626 -1.810 0.073
H -1.437 0.786 -1.116 0.106
H -3.738 1.326 -0.077 0.090
H -2.793 2.784 -0.853 0.096
H -2.953 2.582 1.040 0.070
H -0.863 -0.976 0.786 0.103
H -2.628 -0.791 0.346 0.110
H -2.180 1.171 2.584 0.077
H -3.139 -0.474 2.557 0.082
H -1.294 -0.395 3.015 0.062
C -2.545 -1.087 -4.409 0.041
N -1.755 -0.448 -3.326 -0.408
O -1.931 -0.854 -2.184 0.034
O -0.987 0.438 -3.652 0.094
H -3.182 -1.854 -3.973 0.101
H -3.144 -0.310 -4.882 0.105
H -1.840 -1.525 -5.112 0.073
C -0.173 -5.221 -5.691 0.047
N 0.026 -3.751 -5.592 -0.428
O 0.746 -3.227 -6.421 0.089
O -0.552 -3.176 -4.682 0.034
H 0.395 -5.595 -6.540 0.098
H 0.183 -5.663 -4.762 0.104
H -1.239 -5.399 -5.831 0.102
C 6.183 2.190 0.387 0.038
N 7.043 1.017 0.076 -0.447
O 6.484 -0.045 -0.145 0.057
O 8.248 1.204 0.066 0.054
H 5.141 1.879 0.361 0.059
H 6.456 2.543 1.381 0.106
H 6.378 2.949 -0.369 0.105
C -4.042 1.264 5.854 0.042
N -3.180 0.094 5.542 -0.449
O -3.736 -0.969 5.322 0.055
O -1.978 0.286 5.528 0.052
H -5.083 0.948 5.831 0.094
H -3.768 1.618 6.847 0.101
H -3.852 2.023 5.097 0.099
```

The maximum force is 4.766 eV Å⁻¹. For the HOMO energy, the calculation gives -9.7 eV. The total energy is -46149.5096 eV. Its net charge is 0.


# 4
C3H14Cd2O9 as an isolated structure, computed with ωB97M-V/def2-TZVPD.

XYZ file:
```
28
Properties=species:S:1:pos:R:3:lowdin_charge:R:1
Cd -1.500 -0.851 3.019 1.492
Cd -2.557 1.279 1.196 1.398
O -1.005 0.052 1.193 -0.546
H -0.063 -0.064 0.963 0.004
O -3.041 0.426 2.979 -0.575
H -3.757 0.265 3.623 0.024
C 3.898 0.022 -0.964 -0.161
C 3.541 0.448 -2.405 -0.067
O 2.455 -0.449 -2.708 0.085
C 1.951 -0.924 -1.542 -0.462
O 0.893 -1.560 -1.408 0.092
O 2.714 -0.457 -0.496 0.046
H 4.122 0.905 -0.364 0.135
H 4.746 -0.654 -0.854 0.143
H 4.319 0.200 -3.127 0.143
H 3.399 1.528 -2.349 0.136
O -0.391 -3.615 0.189 -0.026
H -1.020 -3.557 0.909 -0.004
H -0.294 -2.714 -0.118 -0.022
O -3.862 -0.244 0.501 -0.079
H -4.043 -1.095 0.899 0.081
H -4.723 0.094 0.254 0.091
O -1.638 2.862 2.257 -0.074
H -1.940 3.576 2.818 0.099
H -0.777 2.630 2.605 0.074
O -0.836 0.771 -2.300 -0.048
H -0.267 0.913 -3.056 0.045
H -0.323 0.214 -1.714 -0.025
```

The maximum force is 4.021 eV Å⁻¹. The value obtained for the relative energy (zero: lowest compared OMol25 entry of this formula, charge and spin) is 0.0 kJ/mol. For the HOMO energy, the calculation gives -16.3 eV. The total energy is -30875.6945 eV. Its net charge is +2.


# 5
C23H33BCl3F21I2N3O8P2 as an isolated structure, computed with ωB97M-V/def2-TZVPD.

XYZ file:
```
96
Properties=species:S:1:pos:R:3:lowdin_charge:R:1
C 4.569 -4.816 -0.204 -0.051
C 3.456 -3.843 -0.547 -0.209
O 3.836 -2.515 -0.132 0.016
B 3.296 -1.393 -0.637 -0.798
O 3.171 -1.141 -1.977 0.136
C 2.694 -0.206 0.363 -0.487
I 2.036 -1.233 2.164 1.346
N 1.559 0.487 -0.396 -0.040
C 0.590 -0.462 -1.120 -0.118
C 0.100 -1.778 -0.510 -0.278
N -0.988 -2.316 -1.327 0.042
C 0.858 1.693 0.270 -0.491
C 0.009 1.199 1.485 -0.229
C -1.369 1.771 1.852 -0.089
C -2.589 0.971 1.376 -0.418
F -2.254 -0.051 0.531 0.081
F -3.466 1.767 0.728 0.124
C -3.342 0.324 2.571 -0.353
F -2.466 -0.384 3.309 0.158
F -3.789 1.350 3.325 0.162
C -4.589 -0.575 2.291 -0.332
F -5.390 0.051 1.427 0.167
F -5.242 -0.652 3.459 0.171
C -4.306 -2.066 1.822 -0.322
F -4.601 -2.870 2.846 0.179
F -3.006 -2.249 1.521 0.146
C -5.163 -2.590 0.621 -0.348
F -6.445 -2.333 0.867 0.190
F -4.991 -3.924 0.613 0.172
C -4.764 -2.113 -0.814 -0.326
F -4.557 -0.784 -0.840 0.153
F -3.600 -2.711 -1.138 0.133
C -5.827 -2.444 -1.902 -0.355
F -6.262 -3.698 -1.773 0.192
F -6.855 -1.596 -1.748 0.172
C -5.309 -2.266 -3.361 -0.568
F -4.812 -1.046 -3.539 0.180
F -4.385 -3.155 -3.662 0.206
F -6.336 -2.427 -4.187 0.196
P -0.064 2.638 -1.202 0.560
O -1.450 1.771 -1.205 -0.374
Cl -0.810 4.340 -0.332 0.317
C 1.982 2.682 0.727 -0.798
I 2.689 4.009 -0.953 0.934
P 1.223 3.829 2.134 0.832
O 2.181 3.292 3.344 -0.307
O 1.935 5.211 1.676 -0.388
N 3.198 2.039 1.288 -0.512
Cl 4.363 3.266 1.527 0.787
C 3.799 0.854 0.695 -0.678
Cl 4.712 1.194 -0.837 0.792
C 4.919 0.334 1.722 -0.507
F 4.533 0.676 2.971 0.062
F 5.027 -1.004 1.665 0.085
C 6.376 0.872 1.527 -0.369
F 7.003 0.107 0.616 0.075
F 7.009 0.696 2.708 0.102
H 4.879 -4.644 0.834 0.090
H 4.205 -5.845 -0.268 0.088
H 5.446 -4.676 -0.841 0.086
H 2.550 -4.112 0.011 0.121
H 3.226 -3.855 -1.620 0.128
H 3.854 -1.592 -2.498 0.144
H 2.052 0.928 -1.197 0.122
H -0.299 0.118 -1.343 0.083
H 1.047 -0.664 -2.090 0.108
H -0.271 -1.680 0.508 0.054
H 0.890 -2.541 -0.494 0.092
H -0.782 -2.220 -2.320 0.087
H -1.830 -1.761 -1.180 0.045
H -0.138 0.121 1.383 0.028
H 0.660 1.282 2.363 0.057
H -1.413 1.717 2.947 0.131
H -1.523 2.822 1.629 0.063
H -1.980 2.008 -1.984 0.084
H 1.779 3.655 4.153 0.077
H 1.454 5.973 2.039 0.077
H 6.437 1.924 1.260 0.104
C 5.613 3.181 5.626 -0.152
O 4.265 2.736 5.652 -0.132
H 5.819 3.630 6.595 0.081
H 6.309 2.356 5.468 0.076
H 5.776 3.938 4.851 0.073
H 4.060 2.337 4.799 0.031
C 2.343 0.181 -5.149 -0.135
O 1.308 0.553 -4.239 -0.143
H 3.264 0.133 -4.574 0.069
H 2.150 -0.795 -5.600 0.084
H 2.463 0.924 -5.939 0.084
H 0.486 0.617 -4.736 0.081
C -6.953 1.360 -4.074 -0.169
O -7.597 0.661 -5.126 -0.108
H -7.350 2.373 -4.074 0.081
H -7.157 0.907 -3.100 0.069
H -5.870 1.410 -4.225 0.066
H -7.268 -0.242 -5.144 0.054
```

The maximum force is 1.192 eV Å⁻¹. For the HOMO energy, the calculation gives -11.6 eV. The total energy is -175320.9474 eV. Its net charge is +1.


# 6
One molecule with the formula C2H2BrClN2S, computed with ωB97M-V/def2-TZVPD.

XYZ file:
```
9
Properties=species:S:1:pos:R:3:lowdin_charge:R:1
Cl 0.795 2.060 -0.672 0.506
C -0.273 0.929 0.305 -0.969
C -0.611 -0.223 -0.617 -0.250
N -1.817 -0.380 -0.955 -0.117
N -2.692 0.488 -0.575 -0.789
Br -4.353 -0.141 -0.041 0.656
S -1.830 1.653 0.769 0.796
H 0.319 0.651 1.175 0.056
H 0.170 -0.826 -1.044 0.112
```

The maximum force is 3.237 eV Å⁻¹. The value obtained for the relative energy (zero: lowest compared OMol25 entry of this formula, charge and spin) is 0.0 kJ/mol. For the HOMO energy, the calculation gives -9.0 eV. The total energy is -98483.9234 eV. Its net charge is 0.


> Among the records above, which one has the highest net charge?

C3H14Cd2O9


> What is the formula in the fourth record?

C3H14Cd2O9


> Number 1 is which compound?

C3H3NO